[1]
This record from OMol25 describes a cluster of 6 separate species, C28H32F2N6O2S in total. The level of theory is ωB97M-V with the def2-TZVPD basis set.

Values from the calculation:
* maximum force: 2.4 eV Å⁻¹
* highest occupied orbital energy: -9.320 eV
* structure (SMILES): C[C@@H](F)CNS(=O)(=O)F.c1ccncc1.c1ccncc1.c1ccncc1.c1ccncc1.c1ccncc1
* orbital gap: 9.7 eV
* LUMO: 0.41 eV
* energy above the lowest of the compared OMol25 structures with the same formula, charge and spin: 0.0 kJ/mol

```
71
Properties=species:S:1:pos:R:3:forces:R:3
C 2.1990 1.5517 3.2650 0.4810 -0.2510 -0.9304
C 3.5139 0.8716 2.9221 -0.3197 0.4559 0.8685
F 3.2689 -0.4741 2.6904 0.0808 0.0319 -0.3500
C 4.2381 1.5476 1.7739 0.0021 0.2076 0.2270
N 3.5902 1.4216 0.4650 0.4390 -0.2147 0.1832
S 3.8236 0.0142 -0.3117 -0.4952 0.0625 0.8786
O 2.6048 -0.6227 -0.5445 -2.0178 -0.2000 -1.1094
O 4.8421 -0.7404 0.2580 2.1835 -0.4927 0.9222
F 4.3825 0.5083 -1.6605 0.0902 0.5067 -0.6592
H 2.3625 2.5281 3.7045 0.0313 0.0838 0.2558
H 1.6276 0.9107 3.9125 -0.2925 0.0251 0.2458
H 1.6595 1.7054 2.3323 -0.4905 -0.0310 0.0724
H 4.1498 0.9252 3.8056 0.2974 -0.0753 0.0030
H 4.2630 2.6055 2.0163 0.0191 0.2393 0.0100
H 5.2691 1.2295 1.7271 0.1410 -0.2624 -0.3212
H 2.6121 1.6776 0.4687 -0.0343 -0.0509 -0.1428
C 4.4321 -1.4409 -6.4232 0.0822 -0.1064 -0.0618
C 3.9787 -0.4966 -7.3294 0.0238 0.0160 0.0443
C 3.4019 0.6629 -6.8354 -0.0245 0.1442 0.0061
N 3.2550 0.9209 -5.5360 0.1870 -0.1607 -0.0654
C 3.6963 -0.0016 -4.6804 -0.0720 0.1105 -0.0850
C 4.2907 -1.1926 -5.0691 -0.0057 0.0270 -0.0071
H 4.8897 -2.3589 -6.7696 -0.0116 -0.0085 0.0018
H 4.0709 -0.6553 -8.3952 -0.0148 0.0308 -0.0094
H 3.0346 1.4308 -7.5080 0.0031 -0.0400 -0.0496
H 3.5605 0.2334 -3.6369 -0.0153 -0.0716 0.0395
H 4.6316 -1.9037 -4.3292 -0.0172 0.0116 0.0245
C -3.1970 0.1868 5.2139 -0.1872 -0.1071 -0.0368
C -1.9806 -0.3899 5.5371 0.0404 0.0414 0.0008
C -0.8244 0.3300 5.2797 0.1190 0.0464 -0.0020
N -0.8126 1.5459 4.7355 -0.1265 -0.0653 0.0390
C -1.9929 2.0825 4.4303 0.0757 0.1149 -0.0354
C -3.2076 1.4508 4.6485 0.0783 0.0040 0.0075
H -4.1232 -0.3410 5.4018 0.0063 0.0126 0.0748
H -1.9285 -1.3754 5.9791 0.0136 -0.0008 0.0060
H 0.1500 -0.0839 5.5200 -0.0316 -0.0665 0.0228
H -1.9539 3.0719 3.9871 -0.0638 0.0052 0.0014
H -4.1360 1.9370 4.3824 0.0062 0.0157 -0.0107
C -6.0416 0.4584 10.4400 -0.0210 0.0290 0.0760
C -6.8296 -0.4557 9.7617 0.0107 0.0034 0.0022
C -6.4257 -0.8629 8.4999 -0.0164 -0.0895 -0.1314
N -5.3227 -0.4237 7.8973 0.0024 0.0757 0.1048
C -4.5781 0.4575 8.5645 0.0739 -0.0293 -0.1514
C -4.8897 0.9267 9.8311 -0.0121 -0.0072 -0.0026
H -6.3211 0.8011 11.4280 -0.0007 -0.0001 0.0013
H -7.7377 -0.8461 10.1998 -0.0063 -0.0179 -0.0188
H -7.0112 -1.5798 7.9349 -0.0477 -0.0020 0.0482
H -3.6876 0.8009 8.0483 0.0179 0.0330 0.0472
H -4.2460 1.6410 10.3253 0.0192 0.0034 -0.0208
C -0.3433 -3.0222 -5.5050 -0.0429 0.0141 0.0857
C -1.1242 -3.8767 -6.2645 0.0198 0.0033 -0.0019
C -0.7361 -4.1360 -7.5702 -0.0182 -0.0488 -0.1087
N 0.3446 -3.6084 -8.1395 -0.0083 0.0047 0.0644
C 1.0829 -2.7881 -7.3943 -0.0073 -0.0398 -0.1080
C 0.7855 -2.4650 -6.0796 0.0599 0.0352 -0.0020
H -0.6105 -2.7926 -4.4813 -0.0010 0.0199 -0.0038
H -2.0154 -4.3329 -5.8557 -0.0070 -0.0138 -0.0197
H -1.3170 -4.8011 -8.2002 -0.0467 -0.0064 0.0471
H 1.9545 -2.3721 -7.8857 0.0210 0.0436 0.0655
H 1.4228 -1.7923 -5.5207 0.0218 0.0066 -0.0260
C -0.7340 1.8585 -3.0389 0.0074 0.0118 0.0567
C 0.3410 1.5133 -3.8403 0.0071 -0.0044 0.0502
C 0.0831 1.0251 -5.1118 -0.1877 -0.0677 -0.1559
N -1.1440 0.8661 -5.6078 -0.0090 0.0351 0.1258
C -2.1647 1.2025 -4.8227 -0.0616 -0.0428 -0.1048
C -2.0168 1.7019 -3.5377 0.0141 0.0026 0.0128
H -0.5754 2.2445 -2.0397 -0.0067 -0.0036 0.0037
H 1.3595 1.6190 -3.4932 0.0271 0.0111 -0.0694
H 0.8906 0.7456 -5.7710 0.0649 0.0330 0.0377
H -3.1506 1.0606 -5.2527 -0.0294 0.0287 0.0530
H -2.8839 1.9602 -2.9453 -0.0176 -0.0091 -0.0155
```
Forces are in eV/Å.

=====

[2]
This record from OMol25 describes a structure of composition C28H32N3O4W. The level of theory is ωB97M-V with the def2-TZVPD basis set.

Values from the calculation:
* maximum force: 0.5 eV Å⁻¹
* <S²>: 2.071
* highest occupied orbital energy (spin up / spin down): -10.398 / -10.392 eV
* net charge: +1
* 2S+1: 3
* orbital gap (spin up / spin down): 6.8 / 7.3 eV
* LUMO (spin up / spin down): -3.56 / -3.11 eV
* energy above the lowest of the compared OMol25 structures with the same formula, charge and spin: 40.9 kJ/mol

```
68
Properties=species:S:1:pos:R:3:forces:R:3
W -1.2538 -1.5229 -0.5372 0.4275 -0.0759 0.1167
C 5.4288 2.5317 -1.5666 -0.0357 0.0318 0.0359
O 4.1165 2.1876 -1.1331 -0.0071 0.0012 -0.0090
C 3.5087 3.0137 -0.2412 0.0239 0.0148 -0.0597
C 4.0669 4.1620 0.2913 -0.0251 0.0100 0.0173
C 3.3488 4.9114 1.2187 0.0263 -0.0095 -0.0223
C 2.0945 4.5035 1.6259 -0.0387 -0.0407 -0.0242
C 1.5317 3.3447 1.0987 0.0214 0.0012 0.0815
C 2.2223 2.6108 0.1500 0.0367 -0.0184 -0.1848
N 1.7696 1.4053 -0.4457 -0.0803 0.0696 0.3051
C 0.5222 0.9308 -0.5631 -0.0645 -0.1287 -0.2394
N -0.5323 1.7318 -0.4333 -0.0059 -0.0184 0.0504
C -1.9110 1.4630 -0.6864 0.1580 0.0788 0.0171
C -2.4971 0.2042 -0.8566 -0.0544 -0.1473 -0.0406
C -3.8614 0.2019 -1.2130 0.0756 0.0394 0.0072
C -4.5973 1.3591 -1.3304 0.0298 0.0211 0.0058
C -4.0059 2.5981 -1.0955 -0.0397 -0.0083 -0.0058
C -2.6665 2.6500 -0.7793 0.0061 0.0376 -0.0203
O -1.9671 3.7987 -0.5505 -0.0269 -0.0079 0.0012
C -2.6683 5.0346 -0.6466 -0.0221 -0.0500 0.0007
N 0.3283 -0.3479 -0.8987 0.0920 -0.1015 0.1456
C 1.3810 -1.3281 -0.8767 -0.1572 0.2185 -0.0260
C 1.7837 -1.9384 -2.0631 -0.0346 -0.0234 -0.0366
C 2.7244 -2.9476 -2.0421 -0.0290 0.0301 0.0603
C 3.2607 -3.3433 -0.8221 0.0153 -0.0352 -0.0595
C 2.8780 -2.7462 0.3691 -0.0452 0.0691 0.0314
C 1.9321 -1.7232 0.3558 0.0312 -0.2213 0.0667
O 1.4739 -1.0770 1.4468 0.0132 0.1284 -0.0215
C 2.0259 -1.4249 2.7154 -0.0281 -0.0296 -0.0722
H 5.7249 1.7604 -2.2701 0.0024 -0.0065 0.0025
H 6.1215 2.5498 -0.7235 0.0168 -0.0043 -0.0147
H 5.4258 3.5018 -2.0661 0.0169 -0.0078 -0.0086
H 5.0534 4.4804 -0.0101 0.0057 0.0103 0.0058
H 3.7879 5.8114 1.6264 0.0045 0.0017 0.0011
H 1.5435 5.0691 2.3638 0.0091 0.0148 0.0067
H 0.5731 3.0157 1.4732 -0.0459 -0.0521 -0.0398
H 2.5055 0.7947 -0.7739 0.0138 -0.0261 0.0212
H -0.3324 2.7225 -0.3822 -0.0235 0.0466 0.0563
H -4.3587 -0.7366 -1.4125 -0.0328 0.0031 0.0028
H -5.6426 1.3133 -1.6042 -0.0082 -0.0012 -0.0038
H -4.5908 3.5017 -1.1769 -0.0033 0.0039 -0.0015
H -1.9425 5.8104 -0.4250 0.0032 -0.0013 -0.0051
H -3.4814 5.0719 0.0803 0.0090 0.0210 -0.0011
H -3.0640 5.1750 -1.6537 0.0053 0.0180 0.0027
H 1.3172 -1.6205 -2.9869 0.0223 0.0104 -0.0033
H 3.0208 -3.4337 -2.9597 0.0148 -0.0137 0.0019
H 3.9869 -4.1447 -0.7947 0.0064 -0.0005 0.0153
H 3.3059 -3.0844 1.3011 0.0061 -0.0038 -0.0068
H 1.5756 -0.7428 3.4289 0.0017 -0.0078 0.0167
H 3.1089 -1.2947 2.7111 0.0009 0.0031 0.0370
H 1.7719 -2.4536 2.9764 0.0241 -0.0034 0.0154
O -0.3542 -4.4223 -1.4415 -0.0903 -0.1373 -0.0301
C -0.9273 -3.6505 -0.7438 0.1766 0.3352 0.1116
C -3.5754 -2.7103 -0.0002 0.1912 0.1167 -0.0781
C -2.7473 -3.6415 0.9087 0.0502 -0.0250 0.0982
C -3.0500 -3.2934 2.3651 -0.0273 -0.0075 0.0244
C -3.0891 -5.1037 0.6310 -0.0149 -0.0533 0.0021
C -1.2441 -3.3693 0.6490 -0.2869 0.2598 -0.3650
H -4.3773 -3.2202 -0.5375 -0.0517 -0.0586 0.1551
H -3.0153 -2.3337 -0.9117 -0.3127 -0.2095 -0.1102
H -3.9885 -1.8563 0.5300 -0.0068 -0.0116 0.0082
H -4.1161 -3.4007 2.5735 -0.0053 -0.0076 -0.0094
H -2.7575 -2.2648 2.5855 -0.0011 0.0042 0.0043
H -2.5087 -3.9570 3.0407 0.0147 -0.0059 -0.0145
H -4.1328 -5.3091 0.8792 -0.0044 0.0103 0.0107
H -2.4579 -5.7643 1.2269 -0.0034 0.0001 0.0141
H -2.9364 -5.3578 -0.4196 0.0130 0.0078 -0.0018
H -0.5696 -3.6552 1.4524 0.0473 -0.0578 -0.0411
```
Forces are in eV/Å.

=====

Question: Which value of maximum force does entry 1 give?
Answer: 2.4 eV Å⁻¹